(1)
C35H43ClIrNP2S4 as an isolated structure, computed with wB97M-V/def2-TZVPD.

charge = +3
largest force on an atom = 0.67 eV/A
frontier orbital gap (spin up / spin down) = 0.194 / 0.123 Eh
relative energy (zero: lowest compared OMol25 entry of this formula, charge and spin) = 0.543 eV
lowest unoccupied orbital energy (spin up / spin down) = -9.01 / -10.96 eV
E = -115740.735 eV
2S+1 = 2
HOMO energy (spin up / spin down) = -14.3 / -14.3 eV

Element x y z (Å)
Ir1 -1.1426 0.8204 -1.1935
C1 -2.8757 2.7393 -3.4907
C2 -3.8721 1.7295 -2.9669
S1 -3.6225 1.2485 -1.2262
C3 -3.8962 2.8604 -0.3951
C4 -2.8224 3.2401 0.6042
S2 -1.1314 3.0110 -0.0115
C5 -1.0846 4.3151 -1.3030
C6 -0.4445 3.8485 -2.5890
S3 -1.1325 2.2804 -3.1783
H1 -3.0423 3.7293 -3.0715
H2 -2.9817 2.8253 -4.5727
H3 -3.8236 0.7923 -3.5173
H4 -4.8903 2.1107 -3.0613
H5 -4.8634 2.7902 0.1041
H6 -3.9929 3.6094 -1.1777
H7 -2.8700 2.6495 1.5177
H8 -2.9196 4.2851 0.9054
H9 -0.5180 5.1406 -0.8707
H10 -2.1021 4.6657 -1.4612
H11 0.6197 3.6430 -2.4697
H12 -0.5470 4.5996 -3.3733
C7 5.9635 -2.5317 1.4618
S4 4.8477 -3.9471 1.4594
C8 3.3325 -3.1543 2.0310
C9 2.6613 -2.2985 0.9584
C10 1.2824 -1.8443 1.3992
N1 0.5516 -1.0727 0.3582
P1 -1.1486 -1.1193 0.1810
C11 -2.0616 -1.0749 1.7285
C12 -1.9469 -2.1549 2.6125
C13 -2.6287 -2.1404 3.8176
C14 -3.4578 -1.0732 4.1402
C15 -3.6170 -0.0202 3.2492
C16 -2.9180 -0.0268 2.0542
C17 -1.5303 -2.7153 -0.5151
C18 -0.5368 -3.5046 -1.0998
C19 -0.8683 -4.7350 -1.6425
C20 -2.1887 -5.1681 -1.6219
C21 -3.1796 -4.3841 -1.0416
C22 -2.8553 -3.1611 -0.4813
P2 0.9512 0.4922 -0.1550
C23 2.3280 0.5773 -1.2883
C24 2.7660 1.8509 -1.6712
C25 3.7747 1.9819 -2.6083
C26 4.3544 0.8457 -3.1664
C27 3.9259 -0.4173 -2.7862
C28 2.9112 -0.5569 -1.8485
C29 1.2975 1.4073 1.3415
C30 0.3274 1.5107 2.3422
C31 0.6470 2.0699 3.5639
C32 1.9423 2.5214 3.8048
C33 2.9176 2.3968 2.8286
C34 2.6034 1.8349 1.5981
H13 6.9609 -2.9215 1.2686
H14 5.9714 -2.0532 2.4408
H15 5.7239 -1.8057 0.6851
H16 3.5456 -2.5649 2.9263
H17 2.6683 -3.9672 2.3337
H18 2.5915 -2.8881 0.0407
H19 3.2894 -1.4286 0.7429
H20 1.3455 -1.2369 2.3074
H21 0.6632 -2.7113 1.6274
H22 -1.3537 -3.0226 2.3578
H23 -2.5298 -2.9744 4.4989
H24 -3.9991 -1.0755 5.0768
H25 -4.2953 0.7895 3.4840
H26 -3.0602 0.7722 1.3406
H27 0.4989 -3.1861 -1.0920
H28 -0.0983 -5.3607 -2.0729
H29 -2.4446 -6.1293 -2.0474
H30 -4.2020 -4.7353 -1.0132
H31 -3.6282 -2.5657 -0.0096
H32 2.3529 2.7377 -1.2006
H33 4.1286 2.9644 -2.8907
H34 5.1507 0.9497 -3.8911
H35 4.3861 -1.2987 -3.2120
H36 2.5912 -1.5469 -1.5528
H37 -0.6734 1.1227 2.1821
H38 -0.1052 2.1455 4.3379
H39 2.1918 2.9551 4.7639
H40 3.9287 2.7268 3.0243
H41 3.3805 1.7229 0.8547
Cl1 -1.8067 -1.0121 -3.2839
C35 -0.2588 -0.4658 -2.6109
H42 0.2951 0.0582 -3.3822
H43 0.2989 -1.3169 -2.2403

(2)
C35H43ClOsP2Si2 as an isolated structure at a distorted geometry, computed with wB97M-V/def2-TZVPD.

charge = +2
largest force on an atom = 9.82 eV/A
frontier orbital gap (spin up / spin down) = 0.130 / 0.123 Eh
lowest unoccupied orbital energy (spin up / spin down) = -5.48 / -9.75 eV
E = -86298.305 eV
2S+1 = 5
HOMO energy (spin up / spin down) = -9.0 / -13.1 eV

Element x y z (Å)
C1 4.5139 2.6021 1.2514
C2 4.4432 1.1819 1.0831
C3 3.8491 0.9144 -0.1860
H1 4.8126 0.4353 1.7757
C4 3.5225 2.1603 -0.7901
C5 3.9701 3.2037 0.0694
H2 3.9289 4.2639 -0.1589
H3 4.9678 3.1286 2.0872
H4 3.6318 -0.0632 -0.6011
H5 3.0804 2.2920 -1.7642
Os1 2.5037 1.9801 1.0101
Si1 -3.6101 -1.1798 -1.3117
C6 -4.0520 -2.8670 -0.6297
C7 -5.3517 -3.3899 -0.4418
H6 -6.2364 -2.7898 -0.6793
C8 -5.5313 -4.7076 0.0146
H7 -6.5418 -5.1091 0.1584
C9 -4.4237 -5.5229 0.2862
H8 -4.5573 -6.5408 0.6637
C10 -3.1341 -5.0243 0.0677
H9 -2.2588 -5.6586 0.2460
C11 -2.9573 -3.7150 -0.3888
H10 -1.9415 -3.3603 -0.5845
C12 -3.9606 -1.3170 -3.1457
C13 -3.8495 -2.5563 -3.8151
H11 -3.7865 -3.4893 -3.2399
C14 -3.8169 -2.6211 -5.2154
H12 -3.6849 -3.5878 -5.7156
C15 -3.9712 -1.4546 -5.9739
H13 -3.9031 -1.5005 -7.0651
C16 -4.2426 -0.2453 -5.3221
H14 -4.4498 0.6465 -5.9189
C17 -4.2596 -0.1785 -3.9205
H15 -4.5003 0.7624 -3.4241
H16 -2.1423 -1.0466 -1.3075
Si2 0.5540 0.4590 0.2745
C18 0.7229 0.5916 -1.6272
C19 1.1407 -0.5367 -2.3569
H17 1.2827 -1.4982 -1.8500
C20 1.3373 -0.4529 -3.7428
H18 1.7003 -1.3277 -4.2985
C21 1.0890 0.7573 -4.3980
H19 1.1997 0.8205 -5.4840
C22 0.7796 1.9123 -3.6747
H20 0.6973 2.8879 -4.1636
C23 0.5430 1.8177 -2.2990
H21 0.1877 2.6928 -1.7420
C24 0.7463 -1.3902 0.7667
C25 2.0686 -1.8494 0.9499
H22 2.9120 -1.1616 0.8336
C26 2.3400 -3.1802 1.2710
H23 3.3873 -3.4872 1.3606
C27 1.2696 -4.0691 1.4219
H24 1.4803 -5.1248 1.5700
C28 -0.0481 -3.6013 1.4273
H25 -0.8731 -4.2807 1.6693
C29 -0.3121 -2.2682 1.0881
H26 -1.3494 -1.9276 1.0327
H27 -4.1437 -0.0318 -0.4733
Cl1 -1.3398 1.0301 0.8602
C30 0.9882 -0.3376 3.6468
P1 1.9301 1.1558 3.2324
C31 3.4883 1.0018 4.1717
C32 1.1219 2.4909 4.2459
C33 1.4366 3.8780 3.7382
P2 1.4079 3.9845 1.9142
C34 -0.2807 4.4227 1.4098
C35 2.3167 5.5222 1.5728
H28 -0.0242 -0.2699 3.2376
H29 0.9335 -0.4610 4.7309
H30 1.4688 -1.2199 3.2059
H31 4.1244 1.8893 4.0560
H32 3.2734 0.8588 5.2399
H33 4.0410 0.1207 3.8200
H34 0.0512 2.2261 4.3070
H35 1.5150 2.3832 5.2749
H36 0.7349 4.5999 4.1592
H37 2.4202 4.1851 4.1177
H38 -0.5533 5.3682 1.9083
H39 -0.3373 4.5933 0.3195
H40 -1.0187 3.6437 1.6694
H41 1.7954 6.3869 1.9930
H42 3.3228 5.4801 2.0066
H43 2.4110 5.6700 0.4932

(3)
A 9-piece molecular cluster, C35H43F8INO28 overall at a distorted geometry, computed with wB97M-V/def2-TZVPD.

charge = -1
largest force on an atom = 1.80 eV/A
frontier orbital gap = 0.255 Eh
lowest unoccupied orbital energy = 1.56 eV
E = -125656.389 eV
2S+1 = 1
HOMO energy = -5.4 eV

Element x y z (Å)
C1 -3.1646 -0.5234 1.7249
C2 -3.2905 0.0674 0.3062
C3 -1.9739 0.2542 -0.3801
O1 -1.5673 -0.5763 -1.1825
O2 -1.2560 1.3532 -0.0909
C4 0.0920 1.0601 0.3326
C5 0.8227 2.3101 0.7598
C6 0.4888 2.8784 2.1690
C7 0.5698 4.4233 2.0504
N1 1.6206 2.4599 3.0450
C8 1.2859 2.3908 4.4470
C9 2.5501 2.4001 5.3125
C10 3.4442 1.1886 5.1059
I1 2.4800 -0.7045 5.3950
C11 -0.8905 2.4403 2.7063
O3 -1.8015 3.3181 2.7619
O4 -1.0349 1.2566 3.0391
H1 -3.9788 -1.2151 1.9321
H2 -2.2264 -1.0416 1.8801
H3 -3.2332 0.2898 2.4359
H4 -3.8861 -0.6253 -0.2820
H5 -3.8266 1.0125 0.3463
H6 0.6104 0.6760 -0.5434
H7 0.1145 0.2579 1.0624
H8 0.6862 3.0635 -0.0144
H9 1.8760 2.0370 0.7524
H10 1.0403 4.8628 2.9292
H11 -0.3978 4.8695 1.8500
H12 1.2162 4.6837 1.2084
H13 2.3572 3.1417 2.9156
H14 0.6750 3.2334 4.8054
H15 0.7231 1.4945 4.6900
H16 2.2582 2.5142 6.3501
H17 3.1283 3.2637 4.9693
H18 4.2428 1.2244 5.8407
H19 3.9298 1.1836 4.1401
C12 1.7321 -1.4525 -3.9829
C13 1.7955 -2.8658 -3.4588
O5 2.4726 -2.7093 -2.2291
C14 2.1802 -1.4444 -1.7776
O6 2.3487 -1.0743 -0.6702
O7 1.6581 -0.6929 -2.7738
F1 2.5357 -3.6759 -4.2683
H20 2.6342 -1.1813 -4.5312
H21 0.8628 -1.2718 -4.6108
H22 0.8233 -3.3285 -3.2816
C15 -3.8748 -0.3876 -3.6477
C16 -4.1547 -1.2651 -4.8406
O8 -5.4390 -1.7857 -4.5436
C17 -6.0711 -0.8522 -3.7713
O9 -7.2393 -0.8416 -3.5650
O10 -5.1956 0.0506 -3.2898
F2 -3.2710 -2.2916 -4.9335
H23 -3.4358 -0.9426 -2.8162
H24 -3.2327 0.4569 -3.8828
H25 -4.1903 -0.7375 -5.7958
C18 -2.1650 6.1101 3.0170
C19 -3.0405 6.5473 4.1562
O11 -3.2281 7.9353 3.9055
C20 -3.1345 8.0950 2.5505
O12 -3.4986 9.0629 1.9672
O13 -2.5929 7.0032 1.9665
F3 -2.4126 6.3929 5.3490
H26 -1.1063 6.2682 3.2218
H27 -2.3154 5.0644 2.7431
H28 -4.0100 6.0534 4.1899
C21 6.4074 -4.5803 -4.2222
C22 6.3428 -4.0558 -2.8096
O14 6.3303 -2.6551 -3.0026
C23 5.7487 -2.4298 -4.2187
O15 5.3454 -1.3796 -4.5832
O16 5.6977 -3.5711 -4.9450
F4 7.4556 -4.3936 -2.1003
H29 7.4336 -4.6366 -4.5891
H30 5.9339 -5.5517 -4.3374
H31 5.4523 -4.3543 -2.2529
C24 9.8525 -3.7297 -0.0923
C25 9.9533 -5.1557 0.3873
O17 10.6258 -5.0111 1.6252
C26 10.3033 -3.7763 2.1100
O18 10.4783 -3.4262 3.2260
O19 9.7598 -3.0051 1.1366
F5 10.7226 -5.9167 -0.4465
H32 10.7485 -3.4140 -0.6311
H33 8.9836 -3.5542 -0.7161
H34 9.0010 -5.6458 0.5467
C27 5.4586 -2.4041 0.9759
C28 4.4484 -3.4585 1.3493
O20 5.2092 -4.6586 1.2417
C29 6.5007 -4.3284 1.4987
O21 7.3559 -5.1209 1.7386
O22 6.6848 -2.9941 1.4402
F6 3.4275 -3.5040 0.4709
H35 5.5136 -2.2534 -0.1040
H36 5.2728 -1.4488 1.4581
H37 4.0544 -3.3653 2.3624
C30 -9.5852 -3.0301 -4.2484
C31 -9.8617 -3.9139 -5.4378
O23 -11.1441 -4.4391 -5.1421
C32 -11.7840 -3.5072 -4.3725
O24 -12.9487 -3.4976 -4.1650
O25 -10.9056 -2.5967 -3.8912
F7 -8.9745 -4.9379 -5.5252
H38 -9.1468 -3.5849 -3.4182
H39 -8.9438 -2.1865 -4.4842
H40 -9.8972 -3.3885 -6.3939
C33 -5.9393 5.6289 2.2965
C34 -7.1750 4.9313 1.7803
O26 -6.6290 3.7983 1.1279
C35 -5.4534 3.5052 1.7690
O27 -4.8394 2.5074 1.6856
O28 -5.0561 4.5404 2.5542
F8 -7.8405 5.6885 0.8709
H41 -5.4940 6.2903 1.5499
H42 -6.1310 6.1990 3.2040
H43 -7.8715 4.6093 2.5567

(4)
C35H43N2O7V as an isolated structure at a distorted geometry, computed with wB97M-V/def2-TZVPD.

charge = +2
largest force on an atom = 3.14 eV/A
frontier orbital gap (spin up / spin down) = 0.169 / 0.186 Eh
relative energy (zero: lowest compared OMol25 entry of this formula, charge and spin) = 0.000 eV
lowest unoccupied orbital energy (spin up / spin down) = -9.34 / -9.10 eV
E = -79979.229 eV
2S+1 = 1
HOMO energy (spin up / spin down) = -13.9 / -14.1 eV

Element x y z (Å)
V1 1.3904 0.0408 -1.8261
C1 -3.4432 -4.1903 1.8389
C2 -3.8440 -2.7992 1.2533
C3 -3.9151 -1.7637 2.3986
C4 -5.2206 -2.8663 0.6070
C5 -2.7880 -2.4170 0.2573
C6 -1.6293 -1.7237 0.6419
C7 -0.8467 -1.1788 -0.3203
N1 0.2341 -0.3695 -0.1172
C8 0.4452 0.4641 0.8220
C9 -0.4582 0.8270 1.8690
C10 0.0253 1.5936 2.8735
C11 1.4401 1.8758 2.9446
C12 2.3958 1.5621 2.0323
C13 1.8473 1.0086 0.7695
O1 2.4096 0.8912 -0.3065
C14 3.9059 1.6896 2.2990
C15 4.8059 1.2803 1.1291
C16 4.2880 0.8000 3.4884
C17 4.1735 3.1821 2.6042
C18 -0.8351 2.2121 3.9481
C19 -2.2898 1.8320 3.6753
C20 -0.4729 1.6909 5.3456
C21 -0.6780 3.7561 3.8630
C22 -1.0593 -1.4442 -1.7111
O2 -0.1943 -0.8591 -2.4639
C23 -2.1421 -2.2532 -2.1686
C24 -2.9577 -2.7318 -1.1465
C25 -2.3338 -2.5755 -3.6644
C26 -1.0502 -3.0131 -4.3340
C27 -3.3901 -3.6950 -3.9283
C28 -2.8197 -1.2798 -4.3643
H1 -4.2580 -4.5199 2.4977
H2 -2.4711 -4.1655 2.3007
H3 -3.4725 -4.9239 1.0292
H4 -4.6100 -2.1672 3.1573
H5 -4.3257 -0.8207 2.0775
H6 -2.9768 -1.6225 2.9262
H7 -5.9714 -3.2419 1.2910
H8 -5.3196 -3.6041 -0.1974
H9 -5.5700 -1.8873 0.2538
H10 -1.4822 -1.5011 1.6755
H11 -1.4955 0.5353 1.7830
H12 1.8044 2.3792 3.8060
H13 4.7083 0.2425 0.8526
H14 5.8683 1.3960 1.4417
H15 4.5837 1.8433 0.2308
H16 4.0966 -0.2820 3.2242
H17 3.7670 1.0141 4.4497
H18 5.3828 0.8467 3.6123
H19 4.0060 3.7704 1.7159
H20 5.2299 3.2905 2.7979
H21 3.6202 3.5766 3.4195
H22 -2.5418 0.7916 3.9018
H23 -2.6013 2.0212 2.6662
H24 -2.9649 2.4643 4.3179
H25 -0.3999 0.5967 5.3264
H26 -1.3484 1.9228 5.9541
H27 0.4478 2.0925 5.7571
H28 -0.9904 4.1028 2.8863
H29 0.3433 4.1108 4.0002
H30 -1.2945 4.2648 4.5759
H31 -3.8344 -3.2795 -1.3981
H32 -0.5418 -3.8015 -3.8163
H33 -0.3747 -2.1877 -4.4053
H34 -1.2821 -3.4318 -5.3056
H35 -3.1577 -4.6692 -3.4638
H36 -3.4121 -3.8580 -5.0172
H37 -4.3633 -3.4016 -3.5508
H38 -2.0368 -0.5474 -4.2985
H39 -3.8026 -0.8682 -4.0478
H40 -2.9333 -1.4150 -5.4468
O3 4.9766 3.1445 -5.5705
C29 4.1101 2.4347 -4.8661
C30 4.3020 1.0698 -4.6281
C31 3.4787 0.4549 -3.7532
N2 2.4169 1.0661 -3.1946
C32 2.1993 2.3456 -3.3801
C33 3.0332 3.0698 -4.1909
C34 1.0755 2.8104 -2.5397
O4 0.7367 3.9489 -2.4408
O5 0.4834 1.7438 -1.8924
C35 3.5799 -0.9968 -3.3111
O6 4.3188 -1.8364 -3.7432
O7 2.6354 -1.1564 -2.3407
H41 5.6090 2.6263 -6.0700
H42 5.1188 0.5261 -5.0881
H43 2.9068 4.1364 -4.2802

(5)
C35H44BrFGdN3O3SSi as an isolated structure at a distorted geometry, computed with wB97M-V/def2-TZVPD.

largest force on an atom = 2.65 eV/A
frontier orbital gap (spin up / spin down) = 0.231 / 0.284 Eh
relative energy (zero: lowest compared OMol25 entry of this formula, charge and spin) = 0.357 eV
lowest unoccupied orbital energy (spin up / spin down) = -1.19 / 0.25 eV
E = -159931.268 eV
2S+1 = 8
HOMO energy (spin up / spin down) = -7.5 / -7.5 eV

Element x y z (Å)
Gd1 0.9069 -0.0487 0.3580
C1 -5.0357 4.9264 -2.4337
C2 -3.8745 4.3761 -3.2961
C3 -2.8721 5.5812 -3.5787
C4 -4.5008 3.9295 -4.6058
C5 -3.1658 3.2242 -2.5689
C6 -2.3300 3.4981 -1.4415
C7 -1.6740 2.4828 -0.7885
Br1 -0.2671 2.7783 0.5290
C8 -1.9100 1.1022 -1.0655
O1 -1.1141 0.1857 -0.5341
C9 -2.9211 0.8199 -2.0260
C10 -3.3698 1.8749 -2.8824
C11 -3.6051 -0.5718 -2.2453
C12 -3.8089 -1.3575 -0.9324
C13 -5.0572 -0.4274 -2.8260
C14 -2.7393 -1.3782 -3.1996
H1 -5.7435 5.6132 -2.9385
H2 -4.6228 5.4377 -1.5540
H3 -5.6363 4.0463 -2.0466
H4 -3.1053 6.1802 -4.5262
H5 -1.8318 5.1325 -3.6998
H6 -2.8471 6.3686 -2.7591
H7 -4.8772 4.7669 -5.1747
H8 -5.2675 3.2041 -4.4654
H9 -3.7174 3.4152 -5.2113
H10 -2.0928 4.5639 -1.2367
H11 -3.8632 1.5591 -3.7640
H12 -4.5469 -0.8315 -0.2645
H13 -2.8547 -1.5200 -0.3640
H14 -4.2823 -2.3536 -1.1797
H15 -5.5816 0.3367 -2.1989
H16 -5.5959 -1.3907 -2.7719
H17 -5.1333 -0.1439 -3.8752
H18 -1.7834 -1.5329 -2.7515
H19 -2.5490 -0.8389 -4.1638
H20 -3.1572 -2.3789 -3.4523
C15 1.4592 -4.6410 7.4198
C16 1.2468 -3.9170 6.0610
C17 0.7748 -2.6240 6.0667
C18 0.2885 -2.0545 4.8597
C19 0.1281 -2.8957 3.7212
C20 0.7075 -4.2097 3.7179
C21 1.2731 -4.6841 4.8724
S1 -0.4501 -2.2183 2.1851
O2 -1.6957 -2.8642 1.8233
O3 -0.3762 -0.7101 2.2379
N1 0.7435 -2.3466 1.0542
C22 0.7116 -2.9871 -0.1243
C23 0.2361 -4.3334 -0.3279
C24 0.1638 -4.7935 -1.6281
C25 0.6116 -3.9551 -2.7045
C26 1.1075 -2.6765 -2.4079
N2 1.0713 -2.1649 -1.1658
H21 2.3471 -4.2572 7.9828
H22 1.5864 -5.6851 7.2484
H23 0.5924 -4.5651 8.0729
H24 0.7330 -2.1791 7.0748
H25 -0.0613 -1.0293 4.9048
H26 0.5967 -4.8591 2.8230
H27 1.6749 -5.6677 4.9373
H28 0.0537 -4.9852 0.5078
H29 -0.2140 -5.7868 -1.9313
H30 0.5869 -4.3530 -3.7440
H31 1.6023 -2.0638 -3.1917
C27 4.1705 2.7633 2.5228
Si1 3.7639 0.9797 2.3509
C28 5.4024 0.0611 2.7855
C29 2.5320 0.2964 3.5482
N3 3.1158 0.6430 0.8039
C30 3.9676 0.9662 -0.2892
C31 5.3620 0.8868 -0.2842
C32 6.1493 1.2001 -1.3958
C33 5.5414 1.6388 -2.5542
C34 4.1150 1.6197 -2.6787
C35 3.3725 1.3515 -1.5389
F1 1.9738 1.3267 -1.5778
H32 4.6497 2.9044 3.5347
H33 3.2668 3.4381 2.3965
H34 4.8147 3.0569 1.6298
H35 5.1691 -0.6159 3.6295
H36 6.2527 0.7482 2.9652
H37 5.6326 -0.6185 1.9580
H38 2.7037 0.8838 4.4849
H39 2.6166 -0.7542 3.8071
H40 1.5324 0.5252 3.2075
H41 5.8656 0.6721 0.6495
H42 7.2273 1.0510 -1.2978
H43 6.0806 2.0398 -3.4058
H44 3.6503 1.8135 -3.6616

- The highest largest force on an atom belongs to which entry?
  C35H43ClOsP2Si2